{"formula": "C39H105O32P5", "method": "wB97M-V/def2-TZVPD", "symbols": ["C", "O", "P", "O", "O", "C", "O", "C", "H", "H", "H", "H", "H", "H", "H", "H", "H", "C", "O", "P", "O", "O", "C", "O", "C", "H", "H", "H", "H", "H", "H", "H", "H", "H", "C", "O", "P", "O", "O", "C", "O", "C", "H", "H", "H", "H", "H", "H", "H", "H", "H", "C", "O", "P", "O", "O", "C", "O", "C", "H", "H", "H", "H", "H", "H", "H", "H", "H", "C", "O", "P", "O", "O", "C", "O", "C", "H", "H", "H", "H", "H", "H", "H", "H", "H", "C", "O", "C", "C", "O", "C", "H", "H", "H", "H", "H", "H", "H", "H", "H", "H", "C", "O", "C", "C", "O", "C", "H", "H", "H", "H", "H", "H", "H", "H", "H", "H", "C", "O", "C", "C", "O", "C", "H", "H", "H", "H", "H", "H", "H", "H", "H", "H", "C", "O", "C", "C", "O", "C", "H", "H", "H", "H", "H", "H", "H", "H", "H", "H", "C", "O", "C", "C", "O", "C", "H", "H", "H", "H", "H", "H", "H", "H", "H", "H", "C", "O", "C", "C", "O", "C", "H", "H", "H", "H", "H", "H", "H", "H", "H", "H"], "coordinates": [[-0.894177, -1.146115, -1.708168], [0.240152, -0.973550, -0.938825], [0.479518, 0.490989, -0.262179], [-0.685419, 0.983465, 0.467406], [1.838956, 0.138826, 0.563548], [2.450225, 1.147095, 1.353090], [1.096160, 1.564062, -1.388877], [0.242830, 2.482906, -2.018281], [-1.087161, -0.303860, -2.372593], [-1.729282, -1.515977, -1.113272], [-0.661290, -1.876144, -2.483361], [2.126786, 0.883106, 2.359963], [2.132971, 2.126798, 0.995854], [3.520598, 1.009100, 1.200218], [0.841478, 3.353225, -2.287114], [-0.552327, 2.786505, -1.337359], [-0.167613, 2.112764, -2.957775], [-2.453181, -2.134320, 1.681747], [-3.035191, -2.070915, 3.030015], [-4.569243, -1.641328, 3.191388], [-5.522969, -1.899607, 2.061349], [-4.455942, -0.065563, 3.677990], [-3.936594, 0.919497, 2.855518], [-4.975170, -2.490240, 4.503128], [-6.100259, -3.367318, 4.525330], [-3.105566, -2.067131, 0.811125], [-1.848088, -3.039070, 1.623459], [-1.854138, -1.234974, 1.538857], [-3.375757, 1.654487, 3.432882], [-4.751815, 1.323377, 2.255195], [-3.126563, 0.589977, 2.204845], [-6.939296, -3.226732, 3.843904], [-6.682939, -3.322762, 5.445431], [-5.704016, -4.381523, 4.475439], [-1.364983, 6.664735, -1.895267], [-0.968023, 5.637947, -1.004557], [-0.544922, 6.100224, 0.513236], [-0.824119, 7.495378, 0.872816], [0.916334, 5.513903, 0.747027], [2.010256, 6.132482, 0.036739], [-1.488047, 5.155183, 1.337994], [-1.499341, 3.678094, 1.210379], [-0.541277, 6.862032, -2.581321], [-1.604185, 7.622371, -1.432861], [-2.225395, 6.282610, -2.444618], [2.249118, 7.065460, 0.547215], [1.629483, 6.428984, -0.940602], [2.924757, 5.547518, -0.061243], [-2.224483, 3.221955, 0.536428], [-1.610293, 3.129972, 2.145982], [-0.553903, 3.315255, 0.807157], [10.820960, 1.009687, 0.967631], [10.075019, 0.738694, 2.154874], [9.227569, -0.643969, 2.114467], [9.989529, -1.847662, 1.673847], [8.594996, -0.789891, 3.577813], [9.059150, -1.817750, 4.474857], [7.968659, -0.297693, 1.175669], [7.370535, 0.948396, 1.066072], [10.990178, 2.079809, 1.087260], [10.132768, 0.884220, 0.131716], [11.746123, 0.447608, 0.840146], [9.820571, -2.533230, 4.164326], [8.209488, -2.460024, 4.706520], [9.657612, -1.408727, 5.288879], [7.633039, 1.703717, 1.806805], [6.283602, 0.871270, 1.092813], [7.646102, 1.450130, 0.138484], [-4.947451, 0.864718, -6.712161], [-4.432974, -0.437071, -6.464950], [-5.152332, -1.299295, -5.263962], [-5.507290, -0.587394, -4.026365], [-6.379374, -2.009651, -6.067393], [-7.220045, -2.858999, -5.236132], [-4.081109, -2.599768, -5.054501], [-2.770514, -2.286824, -4.640992], [-4.118682, 1.419350, -7.152193], [-4.968204, 1.374553, -5.748969], [-5.908453, 0.934340, -7.221775], [-7.111844, -3.906842, -5.516143], [-8.270486, -2.576223, -5.304836], [-7.117619, -2.658124, -4.169713], [-2.391849, -3.104481, -4.027685], [-2.621931, -1.291096, -4.223219], [-2.112245, -2.288115, -5.509778], [-0.169181, 1.491272, 5.481794], [0.988326, 2.347963, 5.545673], [1.993859, 1.860812, 6.462846], [2.971193, 0.784235, 5.906702], [3.748109, 1.241329, 4.798436], [4.756367, 0.393479, 4.388497], [-0.864033, 1.793808, 4.698367], [-0.778228, 1.494575, 6.385757], [0.164549, 0.508596, 5.148523], [1.654385, 1.566456, 7.455934], [2.610990, 2.705132, 6.770063], [2.372041, -0.094132, 5.666737], [3.619116, 0.433876, 6.710157], [5.379840, 0.897681, 3.650142], [4.299783, -0.438888, 3.852971], [5.388169, -0.036616, 5.165632], [2.813983, -1.801452, -2.658223], [4.293970, -1.795154, -2.752504], [4.838401, -2.958351, -3.337999], [6.367193, -2.792035, -3.571234], [6.636567, -3.389659, -4.833101], [8.058267, -3.526248, -5.050189], [2.533143, -2.016187, -3.689302], [2.453789, -0.856465, -2.251571], [2.485913, -2.612034, -2.007509], [4.403631, -3.067991, -4.331511], [4.558396, -3.820793, -2.733094], [7.020114, -3.283031, -2.849627], [6.618332, -1.731996, -3.607929], [8.405289, -4.345681, -4.420725], [8.613567, -2.708782, -4.590312], [8.181425, -3.833938, -6.088580], [-2.691017, -4.786607, -0.384309], [-3.456614, -3.798837, -1.126747], [-4.879453, -3.897317, -0.971780], [-5.416629, -4.423878, -2.253800], [-6.748291, -5.072355, -2.086743], [-7.780062, -4.322208, -1.492549], [-1.681014, -4.433689, -0.592704], [-2.633372, -5.722216, -0.940551], [-2.953050, -4.936786, 0.663018], [-5.322462, -2.943072, -0.686727], [-5.166967, -4.550930, -0.148245], [-4.685206, -5.099288, -2.697608], [-5.653514, -3.644536, -2.978092], [-8.637497, -4.985927, -1.603834], [-7.963198, -3.414492, -2.067532], [-7.650515, -4.157319, -0.422904], [1.300489, -5.253561, 8.538438], [0.814479, -4.270941, 7.642773], [1.672978, -3.922644, 6.570945], [1.004640, -3.025225, 5.475621], [2.108404, -2.615139, 4.605809], [1.635357, -1.898701, 3.508623], [1.543509, -6.190406, 8.037069], [0.495777, -5.615551, 9.178356], [2.097254, -4.832166, 9.151379], [1.899994, -4.832954, 6.016057], [2.585969, -3.557586, 7.041337], [0.632320, -2.094513, 5.903701], [0.156808, -3.507522, 4.989123], [1.325694, -0.958121, 3.964170], [0.738258, -2.303524, 3.040180], [2.455975, -1.704579, 2.817974], [-4.097811, 0.863579, -0.772155], [-4.067515, 2.074544, -0.085597], [-4.761382, 3.200401, -0.553396], [-4.879391, 4.411551, 0.403518], [-5.295707, 4.047241, 1.750699], [-5.373962, 4.942160, 2.789646], [-3.391654, 0.097295, -0.452404], [-4.044910, 0.878935, -1.860763], [-5.080485, 0.470445, -0.511578], [-5.739357, 2.778081, -0.784291], [-4.328475, 3.630292, -1.456669], [-5.722166, 5.046655, 0.130608], [-3.908158, 4.906103, 0.388375], [-6.101642, 5.725419, 2.577325], [-4.431399, 5.435641, 3.026602], [-5.911409, 4.620797, 3.681830], [2.794904, 1.407089, -6.026462], [1.434715, 1.365652, -5.628182], [0.541407, 1.821171, -6.632099], [0.460573, 3.412900, -6.622432], [0.180725, 3.997148, -5.316739], [-1.172370, 4.148930, -4.841419], [2.979259, 1.078041, -7.049123], [3.415959, 0.877185, -5.304251], [3.155707, 2.428851, -5.908448], [-0.463608, 1.501866, -6.356259], [0.631325, 1.456443, -7.655322], [-0.237346, 3.833691, -7.346273], [1.393760, 3.872981, -6.947376], [-1.538650, 3.145076, -5.056418], [-1.756785, 4.771278, -5.519090], [-1.400613, 4.428547, -3.812920]], "forces_ev_per_angstrom": [[-0.8, -0.7, -1.8], [1.9, 1.9, 1.4], [2.5, -0.5, -0.7], [-0.2, 0.1, 0.0], [-2.3, -0.6, -2.2], [-0.1, -0.3, 0.1], [-0.4, -2.6, 1.8], [-0.6, 1.0, -0.4], [-0.6, 0.6, 0.6], [-0.2, 0.4, -0.2], [0.1, -0.6, 0.3], [0.4, 0.8, 0.3], [0.1, 0.2, 0.5], [0.0, 0.2, 0.3], [0.0, 0.0, 0.1], [-0.1, 0.1, -0.2], [0.0, -0.3, 0.1], [0.6, 0.7, 0.2], [-0.6, -0.1, -1.4], [-1.4, 0.6, -0.2], [1.7, 0.5, 1.2], [-0.8, -3.6, 1.2], [0.8, 0.8, -1.4], [0.0, 1.5, -0.6], [-0.7, -0.9, 0.5], [-0.9, -0.5, 0.5], [-0.1, 0.2, 0.1], [0.5, -0.1, 0.4], [-0.8, 0.3, 0.4], [0.4, 0.5, 0.1], [-0.2, -0.6, -0.4], [0.9, 0.4, -1.0], [0.8, 0.5, 0.7], [-0.2, 0.0, -0.3], [0.0, 0.3, -0.9], [0.9, 0.8, 1.4], [-1.5, -0.8, 0.0], [0.7, -0.3, -0.7], [0.3, -0.3, -0.2], [-0.7, 1.3, -0.1], [-0.2, -2.0, 0.6], [1.1, -0.2, -0.5], [0.0, -0.1, -0.3], [-0.1, -0.3, 0.4], [0.0, 0.2, -0.1], [0.1, -0.1, 0.1], [0.3, -0.2, -0.3], [-0.6, -0.5, 0.3], [-0.5, 0.9, -0.1], [-0.1, 0.9, 0.4], [0.2, 0.4, 0.2], [-0.7, 1.2, -0.1], [-0.7, -1.7, 0.8], [0.7, -1.1, -0.3], [-1.0, 1.7, 0.3], [0.8, 0.0, -0.6], [0.6, -0.8, 0.3], [1.1, -1.1, 0.7], [-0.7, 1.9, -0.3], [0.5, -0.1, -0.4], [0.4, -0.1, -0.4], [-0.2, -0.1, 0.3], [-0.1, 0.2, -1.6], [0.0, 0.5, 0.6], [-1.1, 0.6, 0.5], [0.3, -0.4, 0.6], [0.0, -0.4, -0.1], [0.0, -0.4, -0.4], [1.2, 1.2, 1.3], [-1.1, -1.7, 1.3], [1.1, -1.9, -1.4], [0.3, -0.2, -0.7], [0.9, 0.3, 1.5], [-0.8, 0.4, 0.3], [-2.5, 2.5, -0.5], [1.3, -0.2, -0.7], [-0.4, -0.2, -0.9], [-0.8, 0.0, 0.2], [0.3, -0.3, -0.1], [0.3, 0.2, 0.2], [0.0, 0.1, -1.0], [0.9, -0.3, 0.0], [-0.3, 0.3, 0.5], [-0.4, -0.1, 0.6], [0.0, 0.0, -0.3], [0.6, 0.1, -0.6], [-0.1, -0.8, 1.0], [1.2, 0.6, -0.7], [-0.8, 0.2, -0.1], [-1.0, 1.2, 1.2], [0.0, -1.0, -1.0], [0.4, 0.6, -0.2], [0.4, -0.3, 0.4], [-0.2, -0.4, 0.5], [-0.8, -0.7, -0.2], [0.0, 0.5, -0.6], [0.0, -0.3, -0.5], [0.2, 0.3, 0.3], [0.1, 0.3, 0.2], [0.1, -0.5, -0.1], [0.0, 0.2, 0.4], [2.3, -0.8, -0.6], [-0.9, 0.8, 0.9], [0.1, 0.6, 0.0], [-0.8, -0.5, -0.4], [0.8, 0.3, -0.3], [-1.3, -1.0, 1.2], [-0.8, 0.3, 0.0], [0.3, 0.0, -0.4], [0.0, -0.1, 0.1], [0.0, -0.3, -0.3], [0.3, -0.3, 0.0], [-0.3, 0.0, 0.5], [-0.1, 0.2, 0.1], [0.0, -0.6, 0.0], [0.1, 0.7, -1.0], [0.4, 0.7, 0.1], [0.5, 0.7, -2.1], [-0.1, -0.3, 1.4], [0.4, 0.0, 0.5], [-2.8, 0.0, -0.4], [2.1, -0.6, -0.2], [0.0, -0.7, -0.5], [0.3, 0.2, 1.0], [-0.8, -0.5, 0.2], [-0.1, 0.3, -0.1], [0.4, 0.3, -0.2], [0.2, -0.4, 0.1], [-0.5, -0.4, 0.0], [0.7, 0.3, 0.0], [-0.2, 0.2, 0.1], [-0.1, 0.4, 0.3], [0.2, 0.4, 0.0], [-0.5, 0.0, -0.4], [-1.2, 0.2, -0.1], [-0.5, -0.9, -0.3], [1.9, 1.1, 1.3], [-0.9, -2.2, 0.7], [-0.2, 1.2, 0.6], [0.8, 0.1, -0.4], [-0.3, 0.7, 0.2], [0.3, -0.3, 0.0], [0.5, -0.3, 0.0], [0.2, 0.6, -0.7], [-0.3, 0.1, 0.3], [0.3, -0.3, -0.3], [-0.3, 0.7, -0.6], [0.2, -0.4, -0.3], [-0.2, -0.2, -0.1], [-1.9, -0.7, -0.3], [2.6, 1.3, 1.3], [-1.5, -0.8, 0.1], [-0.4, -0.6, 1.8], [0.6, -2.6, -0.9], [-0.7, 2.2, -0.2], [0.5, 0.7, 0.6], [0.1, 0.6, -0.2], [-0.3, -0.7, -0.4], [-0.6, 0.6, -0.3], [0.2, -0.1, -0.4], [0.4, 0.3, -1.1], [-0.1, 0.4, 0.3], [0.1, 0.8, -0.8], [0.2, -0.2, 0.2], [0.7, -1.4, 0.0], [0.3, 0.9, 0.7], [-0.3, -0.7, -1.2], [-1.1, 2.3, 1.2], [-0.4, 0.0, 0.7], [1.0, 0.7, 0.6], [-0.1, -2.0, -2.7], [-0.1, -0.2, 0.0], [-0.4, -0.6, -0.1], [0.1, 0.3, -0.4], [0.0, -0.3, 0.4], [0.9, -0.1, -0.1], [-0.5, -0.5, -0.2], [0.3, -0.2, 0.4], [-1.0, -0.2, 0.7], [0.1, 0.5, 0.0], [1.2, 0.0, 0.0]], "orbital_gap_ev": 9.75, "smiles": "COP(=O)(OC)OC.COP(=O)(OC)OC.COP(=O)(OC)OC.COP(=O)(OC)OC.COP(=O)(OC)OC.COCCOC.COCCOC.COCCOC.COCCOC.COCCOC.COCCOC", "lumo_energy_ev": 0.34}